# 1
Density functional theory data (wB97M-V/def2-TZVPD) for a molecular structure, C16H50AgBF4N10O8 at a distorted geometry.

LUMO level = 0.38 eV
E = -64239.6793 eV
orbital gap = 9.295 eV

Structure (ORCA input):
```
! RIJCOSX wB97M-V def2-TZVPD def2/J DEFGRID3
* xyz 0 1
Ag 3.704 -1.631 -1.054
B 1.224 0.730 -0.784
F 0.919 1.339 -2.022
F 2.624 0.732 -0.726
F 0.751 1.446 0.333
F 0.729 -0.574 -0.753
C -4.494 -0.116 4.003
C -3.496 -1.208 3.633
C -2.361 -0.736 2.735
O -1.486 -1.843 2.594
C -0.442 -1.575 1.674
N -2.930 -1.744 4.896
H -5.298 -0.560 4.588
H -4.925 0.350 3.109
H -4.068 0.737 4.535
H -4.058 -2.038 3.194
H -1.755 0.062 3.182
H -2.721 -0.359 1.773
H 0.189 -2.452 1.561
H 0.122 -0.741 2.114
H -0.838 -1.205 0.726
H -3.504 -2.508 5.235
H -2.065 -2.199 4.606
C -6.516 0.568 -1.367
C -5.312 0.815 -0.421
C -4.090 0.000 -0.832
O -3.874 -0.061 -2.219
C -2.537 -0.417 -2.494
N -5.029 2.274 -0.472
H -6.564 1.077 -2.330
H -7.457 0.891 -0.919
H -6.501 -0.518 -1.490
H -5.738 0.618 0.562
H -4.215 -0.976 -0.342
H -3.230 0.496 -0.365
H -2.373 -1.449 -2.175
H -1.809 0.248 -2.015
H -2.288 -0.302 -3.549
H -4.032 2.443 -0.362
H -5.196 2.629 -1.408
C 2.143 4.657 -1.362
C 0.930 4.729 -2.258
O -0.045 3.832 -1.717
H 2.417 3.612 -1.234
H 1.963 5.118 -0.390
H 3.055 5.143 -1.731
H 1.230 4.344 -3.240
H 0.504 5.722 -2.377
H 0.259 2.915 -1.857
C 0.571 -4.646 -2.038
C 1.336 -4.466 -0.732
O 1.835 -3.132 -0.632
H -0.304 -3.999 -2.040
H 0.412 -5.725 -2.114
H 1.219 -4.431 -2.889
H 2.190 -5.144 -0.719
H 0.736 -4.720 0.145
H 1.105 -2.501 -0.649
C 2.183 -1.795 -3.977
O 3.260 -1.879 -3.368
N 1.132 -1.054 -3.563
N 1.917 -2.533 -5.091
H 1.136 -0.345 -2.862
H 0.256 -1.098 -4.048
H 1.045 -2.413 -5.564
H 2.651 -3.056 -5.531
C 5.979 0.728 -2.143
O 5.862 -0.301 -1.467
N 5.054 1.726 -2.117
N 7.015 0.989 -2.973
H 5.097 2.534 -2.711
H 4.165 1.621 -1.667
H 6.996 1.828 -3.515
H 7.853 0.441 -2.914
C 0.900 1.873 4.231
O 2.084 1.580 4.485
N 0.010 1.896 5.251
N 0.390 2.195 3.016
H 0.340 1.594 6.148
H -0.973 2.010 5.083
H 0.943 2.120 2.176
H -0.579 2.437 2.971
C 3.280 -0.905 2.240
O 3.667 -1.627 1.311
N 3.105 0.437 2.082
N 2.953 -1.347 3.470
H 3.179 0.770 1.138
H 2.830 0.996 2.878
H 2.551 -0.689 4.121
H 3.101 -2.285 3.788
*
```

The Löwdin scheme yields these atomic charges, measured in e: 0.7987, -1.2699, 0.1011, 0.0742, 0.1216, 0.1141, -0.0692, -0.4227, -0.1925, -0.2007, -0.0768, 0.0315, 0.0751, 0.0626, 0.0715, 0.1351, 0.1149, 0.1101, 0.0898, 0.0842, 0.0769, 0.0681, 0.0595, -0.0661, -0.3976, -0.2403, -0.1590, -0.1044, 0.0283, 0.0747, 0.0732, 0.0777, 0.1178, 0.1283, 0.1028, 0.0902, 0.0815, 0.0843, 0.0589, 0.0607, -0.0893, -0.3031, -0.1016, 0.0527, 0.0779, 0.0706, 0.1071, 0.1079, 0.0348, -0.0742, -0.2861, -0.1494, 0.0712, 0.0767, 0.0617, 0.1152, 0.1090, 0.0448, -0.6423, -0.0370, 0.1988, 0.1611, 0.0554, 0.0996, 0.0945, 0.1099, -0.6553, -0.0245, 0.1707, 0.1594, 0.0964, 0.0658, 0.0933, 0.1094, -0.6448, -0.0241, 0.1614, 0.1879, 0.1091, 0.0932, 0.0784, 0.1004, -0.6444, -0.0491, 0.1879, 0.1789, 0.0768, 0.0488, 0.0828, 0.1076

---

# 2
Density functional theory data (wB97M-V/def2-TZVPD) for a molecular structure, C20H21ClN3OSTl.

LUMO level = 0.37 eV
E = -55649.6112 eV
orbital gap = 6.389 eV

Structure (ORCA input):
```
! RIJCOSX wB97M-V def2-TZVPD def2/J DEFGRID3
* xyz 0 1
Tl 0.442 -0.602 -0.566
O -0.411 0.264 2.008
C 0.106 1.531 2.360
C 0.125 2.524 1.220
C 0.289 3.877 1.494
C 0.348 4.776 0.447
C 0.218 4.299 -0.847
C 0.044 2.940 -1.026
N 0.007 2.061 -0.023
H -1.304 0.380 1.638
H 1.130 1.362 2.698
H -0.454 1.961 3.195
H 0.371 4.212 2.522
H 0.489 5.834 0.636
H 0.252 4.961 -1.702
H -0.070 2.521 -2.023
Cl 3.718 -5.544 2.055
C 3.466 -3.903 1.506
C 3.821 -3.540 0.216
C 3.612 -2.241 -0.217
C 3.049 -1.247 0.613
C 2.735 0.080 0.118
C 2.710 -1.664 1.918
C 2.914 -2.963 2.359
H 4.268 -4.274 -0.443
H 3.897 -1.971 -1.230
H 3.310 0.397 -0.752
H 2.666 0.862 0.876
H 2.279 -0.941 2.604
H 2.647 -3.249 3.369
N -3.192 -2.079 2.213
C -2.987 -1.842 0.899
S -3.234 -0.296 0.288
N -2.523 -2.918 0.226
C -2.333 -3.194 -1.155
C -1.751 -4.428 -1.439
C -1.526 -4.818 -2.747
C -1.886 -3.982 -3.794
C -2.470 -2.758 -3.510
C -2.698 -2.354 -2.200
H -3.527 -1.319 2.774
H -3.006 -2.966 2.651
H -2.285 -3.707 0.805
H -1.459 -5.085 -0.624
H -1.065 -5.777 -2.946
H -1.712 -4.283 -4.820
H -2.755 -2.095 -4.317
H -3.151 -1.400 -1.998
*
```

The Löwdin scheme yields these atomic charges, measured in e: 0.8186, -0.1839, -0.1973, -0.2600, -0.0180, -0.0582, -0.0577, -0.1248, 0.0387, -0.0200, 0.1209, 0.1272, 0.1187, 0.1104, 0.1059, 0.1119, 0.6084, -0.6950, -0.1217, -0.0752, -0.4399, -0.2685, -0.0713, -0.1233, 0.1009, 0.1080, 0.0294, 0.0250, 0.1001, 0.1003, 0.0903, -0.8646, 0.6249, 0.0649, -0.2664, -0.0359, -0.0827, -0.0928, -0.0778, -0.0709, 0.0900, 0.1078, 0.1354, 0.1140, 0.1055, 0.1015, 0.1063, 0.0407

---

# 3
Density functional theory data (wB97M-V/def2-TZVPD) for a molecular structure, C2H8N3S2 at a distorted geometry.

LUMO level (alpha / beta) = -5.91 / -5.91 eV
E = -28334.5642 eV
orbital gap (alpha / beta) = 7.002 / 6.994 eV

Structure (ORCA input):
```
! RIJCOSX wB97M-V def2-TZVPD def2/J DEFGRID3
* xyz 1 1
C -0.825 -0.139 -1.290
C 0.424 0.870 2.387
N 0.509 -0.279 -0.745
N 0.934 1.890 1.696
N -1.241 -1.537 -1.562
S -0.074 -0.491 1.689
S 1.092 -1.742 -1.203
H -1.537 0.421 -0.810
H -0.523 0.481 -2.251
H 0.393 0.947 3.421
H 1.002 1.842 0.685
H 1.121 2.772 1.989
H -1.898 -1.734 -0.783
H -1.867 -1.625 -2.409
H 2.490 -1.675 -0.814
*
```

The Löwdin scheme yields these atomic charges, measured in e: -0.4047, -0.6149, -0.4640, 0.1064, -0.1009, 0.8564, 0.9142, 0.0817, 0.1778, 0.0637, 0.1038, 0.0809, 0.0985, 0.1271, -0.0259

---

Number 2 is which compound?
C20H21ClN3OSTl

---

Which value of E does entry 1 give?
-64239.6793 eV